Formula: C51H84AsGeN8O7S6Si4Ti
Source: OMol25
Level of theory: ωB97M-V/def2-TZVPD

⟨S²⟩: 0.759
ΔE to the lowest compared entry with this formula, charge and spin, kJ/mol: 135.8
Net charge: -2
Gap between HOMO and LUMO (alpha / beta), eV: 5.9 / 5.7
Spin multiplicity: 2

Positions of all 163 atoms, in Å:
Ti  0.90377  0.67045  -0.12756
N  1.03997  -1.31715  -3.82446
C  1.03707  -1.48255  -2.49326
N  1.02247  -0.30035  -1.90346
C  1.01897  0.59675  -2.95976
N  1.03147  -0.01085  -4.14246
C  1.02857  1.98435  -2.66576
C  1.04927  2.99405  -3.62646
N  1.03377  4.28105  -3.34066
C  0.98907  4.56235  -2.01006
C  0.97087  3.59695  -1.03786
N  1.00307  2.27775  -1.31106
H  1.16767  -2.02445  -4.53096
H  1.08497  -2.43775  -2.01016
H  1.06937  2.71955  -4.67426
H  0.96837  5.61335  -1.75326
H  0.89877  3.86125  0.01054
C  3.61547  -1.60495  5.00494
C  3.32167  -0.32545  4.22024
C  2.13527  -0.47755  3.34554
N  2.16997  -0.55725  2.06144
N  0.96037  -0.66025  1.48604
C  -0.01733  -0.59905  2.36794
N  -1.32933  -0.70775  2.08284
S  0.52447  -0.47325  4.00304
H  4.44997  -1.44205  5.68514
H  3.87037  -2.41235  4.32104
H  2.74587  -1.91005  5.58544
H  4.17067  -0.04965  3.59434
H  3.11257  0.49995  4.90284
H  -1.55673  -0.34825  1.12854
H  -1.87063  -0.20395  2.79234
C  4.27007  -5.06995  0.13604
O  4.39967  -4.54715  -1.16536
C  3.75157  -3.40325  -1.45746
S  3.91457  -2.89955  -3.03646
S  2.82687  -2.61435  -0.30296
H  4.81877  -6.01145  0.13314
H  3.21687  -5.23795  0.38324
H  4.69397  -4.37915  0.86864
C  -3.54453  4.81605  2.57044
C  -3.05183  4.59585  1.13534
C  -1.57563  4.96395  1.04384
C  -3.84223  5.46235  0.14814
O  -3.24923  3.22265  0.86094
Si  -3.18113  2.16065  -0.35296
S  -1.64643  0.74135  -0.58546
O  -3.37473  3.03025  -1.73866
C  -3.50113  2.69335  -3.10486
C  -3.61303  4.02405  -3.86256
C  -2.28153  1.92915  -3.61626
C  -4.75953  1.85005  -3.32836
O  -4.44083  1.13885  -0.09026
C  -5.75773  1.33675  0.37974
C  -6.28033  2.72505  0.00694
C  -6.62523  0.25135  -0.27576
C  -5.78373  1.18985  1.90584
H  -3.55133  5.87835  2.80674
H  -2.87003  4.30465  3.25524
H  -4.55073  4.41805  2.69254
H  -1.44353  6.02745  1.23494
H  -1.20073  4.72355  0.05184
H  -1.01823  4.40555  1.79204
H  -3.64483  6.51335  0.34714
H  -4.91073  5.28565  0.23954
H  -3.53063  5.21995  -0.86226
H  -2.71423  4.61205  -3.69486
H  -4.47413  4.58825  -3.50946
H  -3.72013  3.83855  -4.92886
H  -1.38033  2.51305  -3.44976
H  -2.38323  1.73665  -4.68146
H  -2.17683  0.98465  -3.08796
H  -5.65253  2.42985  -3.10146
H  -4.71923  0.98505  -2.67416
H  -4.80923  1.51865  -4.36206
H  -5.96083  2.97525  -0.99876
H  -5.85863  3.45485  0.68884
H  -7.36783  2.75875  0.06444
H  -6.69783  0.43035  -1.34566
H  -7.62633  0.25035  0.15204
H  -6.16703  -0.72045  -0.11986
H  -4.99413  1.80505  2.32894
H  -5.60833  0.15985  2.19904
H  -6.74733  1.51275  2.29784
C  4.73707  3.16085  -4.00906
C  4.32247  1.84035  -4.02996
C  4.00167  1.19905  -2.84786
C  4.09237  1.85105  -1.62176
C  4.51277  3.17455  -1.61986
C  4.83857  3.82415  -2.79836
Ge  3.54677  0.83575  0.05414
C  5.11857  -0.45905  0.13454
C  6.10077  -0.47615  -0.84646
C  7.15667  -1.37165  -0.79476
C  7.26337  -2.26205  0.25844
C  6.30007  -2.25085  1.25454
C  5.23737  -1.36935  1.17884
C  4.18557  2.12095  1.47604
C  3.48087  3.30265  1.66594
C  3.83517  4.21495  2.64154
C  4.91357  3.95155  3.46974
C  5.63737  2.78485  3.29014
C  5.27907  1.88715  2.29884
H  4.98217  3.67455  -4.92906
H  4.24567  1.30775  -4.96806
H  3.70267  0.15755  -2.86986
H  4.60487  3.69805  -0.67746
H  5.17557  4.85215  -2.77146
H  6.03267  0.21495  -1.67326
H  7.89337  -1.37735  -1.58776
H  8.08107  -2.96935  0.29914
H  6.37297  -2.94265  2.08704
H  4.45817  -1.40275  1.92474
H  2.62587  3.50045  1.03834
H  3.26137  5.12255  2.76484
H  5.18537  4.64765  4.25204
H  6.48297  2.57125  3.93414
H  5.86477  0.98655  2.15944
C  -1.70803  -6.40435  -1.36266
Si  -0.77433  -4.71455  -1.60296
C  -1.48443  -4.03975  -3.26416
C  0.97307  -5.37475  -2.06306
As  -0.82013  -2.90295  -0.00796
Si  -3.19613  -2.81975  -0.02176
C  -3.98183  -1.92155  1.47184
C  -4.24293  -4.45255  -0.10276
C  -3.69903  -1.85185  -1.60156
Si  -0.38443  -4.21795  1.92734
C  1.32747  -3.79995  2.67464
C  -0.29913  -6.14075  1.72474
C  -1.66543  -4.01315  3.34174
H  -2.33363  -6.63955  -2.21816
H  -2.34403  -6.39225  -0.48746
H  -1.00643  -7.22295  -1.23826
H  -1.13333  -4.60065  -4.12496
H  -1.18933  -3.00385  -3.39926
H  -2.56893  -4.06985  -3.26556
H  0.92217  -6.11045  -2.86186
H  1.44147  -5.85395  -1.20826
H  1.64437  -4.59085  -2.39406
H  -3.45293  -2.11145  2.39674
H  -5.02043  -2.20635  1.61834
H  -3.93923  -0.85615  1.28274
H  -3.98843  -5.12245  0.71274
H  -4.08613  -4.98585  -1.03276
H  -5.30443  -4.23525  -0.02366
H  -4.09383  -0.88205  -1.31836
H  -4.43703  -2.36315  -2.21476
H  -2.81863  -1.65595  -2.21056
H  1.94007  -3.29365  1.93404
H  1.87167  -4.68375  3.00074
H  1.23297  -3.13625  3.52844
H  0.34067  -6.41955  0.89534
H  -1.27863  -6.56825  1.54344
H  0.09967  -6.60615  2.62184
H  -1.72223  -2.97505  3.65334
H  -1.39733  -4.60355  4.21504
H  -2.65583  -4.32505  3.02114
O  -0.91453  3.57605  3.93994
S  -0.35933  2.24135  3.79034
O  0.79667  2.00605  4.65014
O  -1.40593  1.21325  3.91864
S  0.36217  2.23905  1.85344